1.
Density functional theory data (wB97M-V/def2-TZVPD) for a molecular structure, C22H25N2O2OsS4 in a non-equilibrium geometry.

Last column: Löwdin charge in e.
Atoms and positions in Å:
Os -0.2624 0.4006 0.3904  1.16
C 0.0908 3.7737 -0.8300  -0.43
C 0.9649 2.9643 -1.7678  -0.47
S 0.4081 1.2740 -2.0636  0.88
C -1.2787 1.4134 -2.7452  -0.44
C -2.4358 1.7733 -1.8191  -0.40
S -2.4868 0.8731 -0.2171  0.85
C -2.9599 2.1374 0.9943  -0.43
C -2.0255 3.3389 1.0126  -0.40
S -0.2622 2.9069 0.7392  0.91
H -0.8464 4.0599 -1.2961  0.08
H 0.6119 4.6916 -0.5559  0.11
H 1.9732 2.8333 -1.3706  0.09
H 1.0586 3.4716 -2.7287  0.11
H -1.4410 0.4419 -3.2114  0.08
H -1.2357 2.1436 -3.5553  0.11
H -3.3755 1.5325 -2.3170  0.11
H -2.4587 2.8291 -1.5730  0.07
H -2.9264 1.5909 1.9372  0.10
H -3.9950 2.4300 0.8131  0.12
H -2.0816 3.8250 1.9859  0.11
H -2.2809 4.0851 0.2630  0.09
C 6.6941 2.6774 4.0176  -0.01
C 5.3973 2.0139 3.6799  -0.21
C 4.5008 2.6012 2.7779  0.00
C 3.2972 2.0006 2.4768  -0.04
C 2.9929 0.7813 3.0849  -0.32
C 3.8605 0.1689 3.9924  -0.03
C 5.0554 0.7977 4.2779  0.01
S 1.4990 0.0109 2.7610  0.69
O 1.2794 -1.1070 3.6086  -0.21
O 0.4283 0.9967 2.5643  -0.47
N 1.4215 -0.5337 1.1413  -0.20
C 1.7297 -1.7638 0.7275  -0.20
C 2.7822 -2.5784 1.2153  0.08
C 2.9747 -3.8298 0.6764  0.03
C 2.1327 -4.3218 -0.3275  0.11
C 1.0213 -3.5579 -0.8039  -0.10
C 0.0877 -4.0363 -1.7402  0.09
C -0.9904 -3.2456 -2.0653  0.03
C -1.1330 -1.9985 -1.4617  -0.08
N -0.2417 -1.5077 -0.5977  -0.06
C 0.8277 -2.2819 -0.2782  -0.14
H 6.8263 3.6184 3.4903  0.09
H 7.5327 2.0218 3.7755  0.10
H 6.7561 2.8676 5.0905  0.11
H 4.7546 3.5530 2.3298  0.13
H 2.5902 2.4799 1.8115  0.09
H 3.5850 -0.7570 4.4796  0.13
H 5.7332 0.3470 4.9919  0.14
H 3.4356 -2.1995 1.9902  0.14
H 3.7914 -4.4449 1.0305  0.15
H 2.3076 -5.3050 -0.7478  0.15
H 0.2093 -5.0215 -2.1744  0.15
H -1.7448 -3.5838 -2.7620  0.14
H -2.0085 -1.3985 -1.6691  0.10

Forces on atoms 1 to 6 (eV/Å):
0.281 -0.243 -1.426
0.067 0.000 -0.007
-0.040 -0.028 0.036
-0.058 -0.152 -0.050
0.154 0.017 0.075
-0.066 -0.035 0.086

Properties
**Multiplicity**: 5
**Net charge**: +3
**Expectation value of S²**: 6.039
**Molecular weight**: 667.952 g/mol
**E_tot**: -76075.02054 eV
**Kohn-Sham gap (spin up / spin down)**: 0.256 / 0.172 Ha
**Highest occupied orbital energy (spin up / spin down)**: -16.842 / -17.014 eV

2.
Density functional theory data (wB97M-V/def2-TZVPD) for a molecular structure, C23H49LuN4OP3 in a non-equilibrium geometry.

Last column: Löwdin charge in e.
Atoms and positions in Å:
Lu -0.2774 -1.8670 -1.6159  1.62
P 2.3555 -0.4950 -0.5312  0.70
P -0.3027 0.7571 1.7493  0.77
P -0.0159 1.9102 -1.4558  0.85
H -2.7677 -3.5216 -2.7099  0.10
C -1.9983 -3.1890 -3.4230  0.08
C -0.6549 -3.2576 -3.2455  -0.26
H -0.1099 -4.0964 -2.7829  0.10
C 3.3149 -2.0233 -0.2443  -0.29
C 3.2735 0.5896 0.6343  -0.24
C 3.1497 0.0779 -2.0819  -0.28
C -2.0226 1.2163 2.2319  -0.27
C 0.2058 -0.0737 3.3180  -0.28
C 0.4304 2.3830 2.2073  -0.27
C 0.0942 1.9265 -3.2690  -0.22
C 1.2454 3.2071 -1.2439  -0.20
C -1.5649 2.8450 -1.2826  -0.20
H -2.3907 -3.0458 -4.4452  0.13
H -0.0741 -2.7615 -4.0238  0.10
H 2.9325 -2.8432 -0.8703  0.04
H 3.2481 -2.2938 0.8179  0.06
H 4.3601 -1.8100 -0.5121  0.07
H 3.0208 0.3287 1.6758  0.05
H 3.0726 1.6615 0.4673  0.04
H 4.3533 0.4119 0.4870  0.08
H 2.7095 -0.4450 -2.9409  0.04
H 4.2167 -0.1667 -2.0138  0.07
H 3.0269 1.1595 -2.2116  0.03
H -2.0191 1.9328 3.0689  0.06
H -2.5881 0.3232 2.5246  0.04
H -2.5092 1.6761 1.3614  0.03
H 0.4245 0.6794 4.0916  0.07
H 1.1137 -0.6695 3.1519  0.03
H -0.5736 -0.7409 3.7054  0.04
H -0.2819 2.9887 2.7884  0.06
H 0.7256 2.9854 1.3451  -0.01
H 1.3326 2.2448 2.8190  0.06
H 0.4391 2.9139 -3.5961  0.08
H -0.9025 1.8136 -3.7011  0.05
H 0.7816 1.1830 -3.6816  0.05
H 1.1429 3.8993 -2.0969  0.08
H 2.2779 2.8461 -1.2843  0.04
H 1.1190 3.8314 -0.3579  0.05
H -1.5714 3.5715 -2.1069  0.08
H -1.5612 3.3762 -0.3239  0.06
H -2.4425 2.1917 -1.3677  0.07
C -2.1764 -0.2606 -3.6192  -0.46
C -3.5578 -0.1586 -3.5105  -0.04
C -4.3372 0.1374 -4.6204  -0.04
C -3.7000 0.4262 -5.8153  -0.05
C -2.3920 0.0184 -6.0109  -0.04
C -1.5775 -0.0366 -4.8894  -0.07
O -1.4706 -0.5176 -2.5003  -0.40
H -0.4920 0.6274 -0.6502  -0.04
H -3.9633 -0.4012 -2.5523  0.11
H -5.4145 0.1702 -4.5213  0.13
H -4.2290 0.9535 -6.5876  0.12
H -1.9843 -0.1983 -6.9913  0.13
H -0.4711 0.0844 -4.9793  0.11
C -1.2384 -4.1997 -0.4543  -0.22
N -0.8601 -2.9321 0.3116  -0.24
C 0.2565 -3.3071 1.2872  -0.16
N -0.1418 -4.3899 2.1714  -0.07
C -0.5537 -5.5969 1.3764  -0.11
N -1.6756 -5.2785 0.4379  -0.06
C -2.8340 -4.7820 1.2470  -0.13
N -2.4712 -3.6088 2.0544  -0.07
C -2.0386 -2.5061 1.1893  -0.14
C -1.3530 -4.0373 2.9559  -0.11
H -0.3398 -4.5781 -0.9887  0.12
H -2.0758 -3.9484 -1.1240  0.09
H 0.4398 -2.3951 1.8805  0.10
H 1.1422 -3.6071 0.6958  0.11
H -0.9232 -6.3365 2.1069  0.14
H 0.3222 -5.9573 0.8094  0.14
H -3.6395 -4.4932 0.5492  0.14
H -3.1206 -5.5951 1.9386  0.15
H -1.6549 -1.6593 1.7928  0.08
H -2.8728 -2.2135 0.5257  0.14
H -1.6782 -4.9702 3.4540  0.14
H -1.1120 -3.2392 3.6798  0.13

Forces on atoms 1 to 6 (eV/Å):
0.669 3.202 2.198
0.664 -0.229 -0.493
-0.637 0.298 1.726
-2.128 0.926 -1.251
0.478 -0.124 -0.410
-0.481 -1.657 -1.052

Properties
**Net charge**: +3
**ΔE to the lowest compared entry with this formula, charge and spin**: 13.1 kcal per mole
**Molecular weight**: 665.561 g/mol
**E_tot**: -94111.59597 eV
**Kohn-Sham gap (spin up / spin down)**: 0.218 / 0.218 Ha
**Highest occupied orbital energy (spin up / spin down)**: -16.086 / -16.086 eV

3.
Density functional theory data (wB97M-V/def2-TZVPD) for CH2N2S in the gas phase in a non-equilibrium geometry.

Last column: Löwdin charge in e.
Atoms and positions in Å:
N -2.1289 0.2397 0.2040  0.14
C -1.0585 -0.0683 -0.0238  -0.48
N 0.1589 -0.2329 -0.5545  -0.43
S 1.3252 0.9373 -0.0141  0.75
H 0.3697 -1.2286 -0.8517  0.13
H 1.3337 0.3527 1.2401  -0.11

Cartesian forces, eV/Å:
-2.035 0.219 1.081
1.378 0.007 -1.573
0.353 -1.309 -0.390
-0.428 -1.792 0.828
0.212 1.991 0.668
0.520 0.884 -0.614

Properties
**Structure (SMILES)**: N#CNS
**Net charge**: 0
**ΔE to the lowest compared entry with this formula, charge and spin**: 7.4 kcal per mole
**Molecular weight**: 74.108 g/mol
**E_tot**: -14883.26095 eV
**Kohn-Sham gap**: 0.374 Ha
**Highest occupied orbital energy**: -10.129 eV

4.
Density functional theory data (wB97M-V/def2-TZVPD) for a molecular structure, C30H19B3InN5O28 in a non-equilibrium geometry.

Last column: Löwdin charge in e.
Atoms and positions in Å:
In -5.7412 -0.3441 3.2487  0.95
O -0.7522 -0.0581 5.0665  0.18
C -0.9479 1.1362 5.0514  -0.36
O -0.1751 2.1483 5.5494  0.23
B -0.8929 3.3805 5.1262  -0.80
O -2.2755 2.9453 4.7895  0.26
C -2.2718 1.6400 4.6849  -0.31
O -3.2055 0.9355 4.1202  -0.08
O -0.2163 4.1732 4.0232  0.22
C 0.4714 5.2267 4.5057  -0.23
O 1.2247 5.9753 3.8540  0.22
C -0.0351 5.3242 6.0089  -0.34
O -0.8217 4.3304 6.2259  0.28
O 0.2895 6.1695 6.8046  0.23
O 0.0146 0.6910 -4.7146  0.14
C 0.3983 1.8829 -4.6837  -0.30
O 1.5562 2.3906 -4.3194  0.24
B 1.3442 3.8627 -4.1943  -0.84
O 0.1661 4.2015 -5.0504  0.26
C -0.4900 3.0754 -5.1915  -0.37
O -1.5681 3.0348 -5.7017  0.21
O 1.0991 4.2809 -2.8006  0.27
C 2.1497 5.0134 -2.4356  -0.24
O 2.3924 5.4809 -1.2666  0.19
C 3.0054 5.3764 -3.6537  -0.32
O 2.5278 4.6121 -4.6387  0.27
O 3.9055 6.1939 -3.6814  0.22
O -2.5288 -0.9482 -1.2368  0.14
C -1.9520 -0.1819 -0.5132  -0.38
O -0.8984 0.6322 -0.6487  0.19
B -0.6062 1.4060 0.6526  -0.81
O -1.6623 0.9115 1.5791  0.22
C -2.4454 0.0819 0.9134  -0.34
O -3.3945 -0.5120 1.4454  -0.03
O -0.7331 2.8360 0.4772  0.26
C 0.4771 3.4334 0.8434  -0.25
O 0.7585 4.6178 0.8846  0.24
C 1.4580 2.3380 1.1487  -0.32
O 0.7991 1.1885 1.1131  0.24
O 2.6739 2.4495 1.3330  0.20
C -5.7851 -0.7567 -2.5727  -0.04
C -5.8520 -0.6494 -1.0702  -0.20
N -5.9100 -0.6171 0.1091  0.11
H -4.9729 -1.4553 -2.7734  0.07
H -5.5020 0.2190 -2.9676  0.09
H -6.7382 -1.1178 -2.9591  0.08
C 4.2147 2.1544 -1.5069  -0.06
C 4.9809 1.8742 -2.7166  -0.31
N 5.6051 1.7300 -3.6193  0.15
H 4.5562 3.1312 -1.1644  0.09
H 4.5403 1.4819 -0.7132  0.09
H 3.1660 2.1340 -1.8034  0.07
C -4.3882 -3.9675 -0.5222  -0.04
C -4.8986 -3.4667 0.7645  -0.28
N -5.3360 -3.0584 1.7523  0.11
H -4.0009 -4.9283 -0.1830  0.07
H -3.5674 -3.3570 -0.8987  0.07
H -5.1188 -4.0573 -1.3260  0.09
C 1.4633 -2.1248 -1.9087  0.00
C 2.2099 -1.3833 -2.8119  -0.04
C 3.3694 -1.9181 -3.3732  0.00
C 3.8866 -3.0811 -2.9261  -0.14
C 3.1739 -3.8354 -1.9968  -0.02
C 1.9477 -3.4540 -1.5202  -0.02
N 5.1791 -3.5962 -3.4285  -0.29
O 5.3004 -4.8118 -3.6410  0.09
O 6.1355 -2.7635 -3.5372  0.07
H 0.5270 -1.7079 -1.5681  0.09
H 1.9629 -0.3992 -3.1820  0.09
H 3.7879 -1.2829 -4.1398  0.13
H 3.5244 -4.7338 -1.5107  0.12
H 1.2862 -4.0173 -0.8787  0.10
C 1.3259 -2.8298 2.5594  -0.04
C 1.5113 -4.1251 3.0375  -0.07
C 0.4701 -5.0274 3.0763  0.00
C -0.8170 -4.6841 2.5630  -0.11
C -0.9947 -3.4003 2.0092  0.02
C 0.0930 -2.5247 1.9963  -0.06
N -1.8954 -5.6986 2.5776  -0.29
O -2.9965 -5.3980 2.0737  0.04
O -1.7334 -6.6304 3.3986  0.06
H 2.1535 -2.1550 2.3978  0.11
H 2.4291 -4.4417 3.5106  0.11
H 0.6659 -5.9942 3.5162  0.12
H -1.8754 -3.0792 1.4728  0.10
H -0.1811 -1.5272 1.6861  0.10

Forces on atoms 1 to 6 (eV/Å):
0.790 -0.264 -0.666
0.826 1.582 -0.078
1.345 -2.672 1.999
-1.170 -0.521 -1.918
0.276 -0.076 0.507
0.440 0.582 -0.017

Properties
**Net charge**: 0
**Molecular weight**: 1044.743 g/mol
**E_tot**: -103398.97390 eV
**Kohn-Sham gap**: 0.061 Ha
**Highest occupied orbital energy**: -10.227 eV

5.
Density functional theory data (wB97M-V/def2-TZVPD) for a molecular structure, H12MnO6.

Last column: Löwdin charge in e.
Atoms and positions in Å:
Mn 0.1029 0.1148 0.0047  0.93
O 0.4462 0.9057 -1.9976  -0.03
H -0.0014 1.0433 -2.8436  0.11
H 1.3769 1.0895 -2.1861  0.10
O 1.8465 -1.2048 -0.5054  -0.03
H 1.8893 -2.0394 -0.0143  0.11
H 2.7608 -0.8877 -0.5300  0.11
O -1.6928 1.2176 0.0334  -0.04
H -1.8231 2.1143 0.3732  0.11
H -2.3590 1.1131 -0.6602  0.11
O 0.7880 1.5636 1.4429  -0.03
H 0.5573 2.0866 2.2241  0.12
H 1.7489 1.6654 1.3706  0.11
O -0.9814 -1.6317 -0.7730  -0.04
H -0.6205 -2.2276 -1.4455  0.11
H -1.9392 -1.7607 -0.8130  0.11
O -0.3808 -0.9966 1.8944  -0.04
H -0.9721 -1.7606 1.8604  0.10
H -0.7464 -0.4048 2.5650  0.09

Forces on atoms 1 to 6 (eV/Å):
-0.127 -0.709 0.047
0.557 0.137 -0.085
-0.199 -0.023 0.101
-0.054 0.048 -0.192
0.013 0.233 0.397
0.043 -0.005 -0.026

Properties
**Multiplicity**: 6
**Net charge**: +2
**Expectation value of S²**: 8.752
**ΔE to the lowest compared entry with this formula, charge and spin**: 11.2 kcal per mole
**Molecular weight**: 163.028 g/mol
**E_tot**: -43786.86224 eV
**Kohn-Sham gap (spin up / spin down)**: 0.415 / 0.481 Ha
**Highest occupied orbital energy (spin up / spin down)**: -18.477 / -20.338 eV

6.
Density functional theory data (wB97M-V/def2-TZVPD) for a gas-phase ion, C4H3O3 (charge -1) in a non-equilibrium geometry.

Last column: Löwdin charge in e.
Atoms and positions in Å:
C 0.5847 -0.1423 -0.0240  -0.31
C 0.5248 0.9172 0.6402  -0.10
C -1.2789 -0.2856 0.0574  -0.66
C 1.0568 -1.3870 -0.2577  -0.04
O -1.7110 -0.7574 1.0365  0.09
O -1.5743 0.1874 -1.0365  0.03
O 0.1595 2.2203 0.0773  -0.09
H 0.3383 -2.1844 -0.5224  0.05
H 2.0041 -1.4758 -0.6521  -0.01
H -0.1040 2.9075 0.6812  0.05

Forces on atoms 1 to 6 (eV/Å):
0.908 -4.376 -1.238
-0.817 7.128 2.264
-0.607 2.363 -3.299
-2.505 0.242 -0.535
-0.637 -1.400 1.825
-0.018 -0.883 1.130

Properties
**Net charge**: -1
**ΔE to the lowest compared entry with this formula, charge and spin**: 69.5 kcal per mole
**Molecular weight**: 99.065 g/mol
**E_tot**: -10336.11952 eV
**Kohn-Sham gap**: 0.256 Ha
**Highest occupied orbital energy**: -2.916 eV

7.
Density functional theory data (wB97M-V/def2-TZVPD) for a molecular structure, C5H10O2.

Last column: Löwdin charge in e.
Atoms and positions in Å:
C 1.3813 2.0246 0.2653  -0.13
O 0.3948 1.1980 -0.2940  -0.27
C -0.1606 -1.6371 -1.0393  -0.06
C 0.3077 -1.8749 0.3696  -0.16
O -0.7081 -2.9251 0.4854  -0.07
C -1.0460 -2.6088 -0.8156  -0.15
C -0.9107 1.5616 0.0820  -0.13
H 1.3929 1.9373 1.3630  0.09
H 2.3453 1.6916 -0.1289  0.09
H 1.2356 3.0842 0.0072  0.09
H 0.1087 -0.9546 -1.8279  0.09
H 0.1199 -1.0798 1.0943  0.11
H 1.3058 -2.3023 0.4974  0.12
H -1.8470 -3.1356 -1.3213  0.12
H -1.2900 2.3980 -0.5231  0.09
H -1.5483 0.6872 -0.0741  0.08
H -0.9643 1.8565 1.1404  0.09

Forces on atoms 1 to 6 (eV/Å):
0.221 0.153 0.099
0.052 -0.015 -0.029
-0.093 -0.080 -0.017
0.285 0.170 0.177
-0.063 -0.080 0.041
-0.126 -0.026 -0.262

Properties
**Net charge**: 0
**ΔE to the lowest compared entry with this formula, charge and spin**: 91.7 kcal per mole
**Molecular weight**: 102.133 g/mol
**E_tot**: -9439.06824 eV
**Kohn-Sham gap**: 0.356 Ha
**Highest occupied orbital energy**: -8.715 eV